[1]
The following is a quantum chemistry calculation of a structure of composition C4H9NO at a distorted geometry, from the OMol25 dataset.

The geometry in XYZ format:
```
15
Properties=species:S:1:pos:R:3:forces:R:3
C -0.026212 -0.133674 -0.944540 -0.3 -0.4 0.5
C -1.292099 0.293342 -1.571890 -0.3 0.3 0.2
C 0.503917 0.784695 1.449492 0.1 -0.3 0.3
C 0.371536 -0.357642 0.460142 0.9 1.3 0.0
O 1.650764 -1.107144 0.354556 -0.8 0.4 0.4
N -0.736708 -1.207470 0.471530 0.5 0.2 -0.7
H 2.391090 -0.550786 0.633036 -0.3 0.0 0.0
H 0.824094 -0.027662 -1.621525 0.0 -1.4 -0.1
H -0.499500 -2.075797 0.948325 0.4 -0.5 -0.7
H -1.480791 -0.314720 -2.463265 0.0 0.0 0.2
H -2.118210 0.196560 -0.875098 -0.1 0.2 -0.1
H -1.192813 1.319010 -1.949654 0.0 0.1 0.1
H 1.276546 1.497404 1.136282 -0.1 -0.1 0.0
H 0.777240 0.378130 2.429068 0.0 0.1 0.0
H -0.448854 1.305754 1.543542 0.1 0.0 -0.1
```
Forces are in eV/Å.

Kohn-Sham gap (alpha / beta)	9.03 / 9.03	eV
E_HOMO (alpha / beta)	-8.7169 / -8.7183	eV



[2]
The following is a quantum chemistry calculation of an isolated molecule of C4H9NO at a distorted geometry, from the OMol25 dataset.

The geometry in XYZ format:
```
15
Properties=species:S:1:pos:R:3:forces:R:3
C -1.730061 0.753155 0.007296 -0.1 0.1 -0.2
C -0.903650 0.204773 -1.177122 -0.4 0.3 -0.7
N 0.487379 0.266129 -0.805657 -0.6 -0.4 1.0
C 0.867700 -0.813335 -0.279566 0.2 0.1 0.2
C 1.695264 -0.696707 0.949621 0.4 -0.4 0.0
O 1.858560 0.636534 1.335176 0.4 0.0 -0.1
H -1.975666 0.002686 0.773626 0.3 0.0 -0.4
H -1.202848 1.566310 0.520037 -0.1 -0.1 -0.3
H -2.668328 1.143627 -0.388973 -0.1 0.0 0.1
H -1.239525 -0.821919 -1.403537 0.1 0.2 -0.1
H -1.013845 0.838656 -2.042473 -0.5 0.2 -0.4
H 0.460380 -1.792222 -0.571217 -0.2 0.1 0.3
H 2.639692 -1.224053 0.814297 0.3 0.0 0.3
H 1.103761 -1.226357 1.718140 0.3 0.0 -0.1
H 1.621189 1.162728 0.550350 -0.1 -0.1 0.2
```
Forces are in eV/Å.

Kohn-Sham gap	10.69	eV
E_HOMO	-9.6342	eV
SMILES	CC/N=C/CO



[3]
The following is a quantum chemistry calculation of an isolated molecule of C4H9NO, from the OMol25 dataset.

The geometry in XYZ format:
```
15
Properties=species:S:1:pos:R:3:forces:R:3
C 2.213148 0.371278 -0.251423 0.0 0.0 0.1
C 0.838341 -0.069245 -0.764514 0.0 0.1 -0.1
C -0.178643 -0.647581 0.244202 -0.1 0.1 0.0
C -1.476130 0.210726 0.139608 0.0 0.2 -0.2
N -2.605750 -0.095076 0.845178 0.1 0.0 0.0
O -1.541628 1.151276 -0.636387 -0.1 -0.2 0.2
H 2.653397 1.071594 -0.972583 0.0 -0.2 0.1
H 2.931736 -0.445921 -0.120085 -0.2 0.0 0.0
H 2.136420 0.907771 0.701653 0.0 -0.1 -0.1
H 0.325174 0.812491 -1.149818 0.3 -0.1 -0.2
H 0.954954 -0.743314 -1.620325 0.0 0.0 0.2
H -0.430387 -1.694404 0.020545 -0.1 0.3 0.0
H 0.231221 -0.660297 1.266113 -0.3 0.2 -0.2
H -3.370598 0.542560 0.663173 0.2 -0.2 0.2
H -2.681252 -0.711853 1.634667 0.3 -0.1 -0.1
```
Forces are in eV/Å.

Kohn-Sham gap	10.77	eV
E_HOMO	-9.8279	eV
SMILES	CCCC(N)=O



[4]
The following is a quantum chemistry calculation of a cluster of 2 separate species, C4H9NO in total at a distorted geometry, from the OMol25 dataset.

The geometry in XYZ format:
```
15
Properties=species:S:1:pos:R:3:forces:R:3
C 0.700711 -2.144856 0.287051 0.8 -0.7 -0.7
C 0.794023 -0.949776 -0.293611 1.1 -0.2 0.8
C 0.753792 0.295133 0.481260 -2.3 1.4 0.5
C 0.192172 0.392136 1.714300 1.0 -0.4 -0.9
N 0.981292 1.514494 -0.171528 0.8 -1.0 -0.6
H 0.915825 -3.049754 -0.275610 -0.3 0.2 -0.2
H 0.638156 -2.360376 1.342572 -0.4 0.5 0.2
H 1.099394 -0.866402 -1.329980 -0.3 -0.1 -0.1
H 0.136744 -0.469431 2.359703 -0.3 0.2 0.2
H -0.146173 1.381360 1.974098 0.1 0.0 0.7
H 1.151893 2.313947 0.392458 -0.1 0.3 0.2
H 0.689636 1.677893 -1.116407 -0.1 -0.1 -0.1
O -2.259436 0.807848 -1.702812 0.2 -0.1 -0.5
H -2.649203 0.592466 -2.562421 0.1 0.1 0.3
H -2.998825 0.865317 -1.099073 -0.2 0.0 0.2
```
Forces are in eV/Å.

Kohn-Sham gap	8.45	eV
E_HOMO	-7.6564	eV
SMILES	C=CC(=C)N.O



[5]
The following is a quantum chemistry calculation of an isolated molecule of C4H9NO at a distorted geometry, from the OMol25 dataset.

The geometry in XYZ format:
```
15
Properties=species:S:1:pos:R:3:forces:R:3
C -2.228693 0.582787 -0.025475 -0.1 0.1 0.0
C -1.197090 -0.459066 -0.429909 -0.1 -0.1 -0.1
N 0.143674 0.099366 -0.507748 0.1 -0.1 0.0
C 1.136188 -0.505879 0.193101 -0.2 -0.3 0.1
C 2.498421 0.102768 0.397708 0.0 -0.1 -0.1
O 0.943512 -1.557509 0.792524 -0.3 -0.1 -0.3
H -3.217480 0.119542 0.055597 0.1 0.1 0.0
H -2.295469 1.394446 -0.758328 0.0 -0.1 0.1
H -1.972451 1.016897 0.946921 0.0 -0.1 -0.2
H -1.131419 -1.244590 0.326957 -0.1 0.1 -0.2
H -1.465381 -0.943893 -1.376057 0.0 0.1 0.1
H 0.315896 0.911232 -1.080717 0.1 -0.1 0.2
H 2.576776 1.197017 0.398701 -0.2 -0.3 0.2
H 3.248787 -0.302998 -0.283268 -0.2 0.0 -0.2
H 2.644730 -0.410125 1.349996 0.9 0.9 0.2
```
Forces are in eV/Å.

Kohn-Sham gap	10.52	eV
E_HOMO	-9.5790	eV
SMILES	CCNC(C)=O



[6]
The following is a quantum chemistry calculation of a structure of composition C4H9NO, from the OMol25 dataset.

The geometry in XYZ format:
```
15
Properties=species:S:1:pos:R:3:forces:R:3
C -1.873593 -0.088976 -0.149998 0.0 0.0 0.0
C -0.599700 0.748981 -0.079226 -0.1 0.0 -0.3
O -0.412200 1.282252 1.211910 0.0 -0.2 0.2
C 0.610452 -0.068962 -0.522546 -0.1 -0.1 -0.1
C 1.995080 0.413142 -0.330419 0.0 0.0 -0.4
N 1.165507 -0.891195 0.568098 0.1 -0.2 0.0
H -2.722539 0.493171 0.218845 0.1 -0.1 -0.1
H -2.088998 -0.409555 -1.176338 0.1 0.1 0.1
H -1.774384 -0.986762 0.473981 0.0 0.1 -0.1
H -0.680990 1.613548 -0.748117 0.0 -0.1 0.1
H -0.204838 0.532924 1.789845 0.0 0.2 0.0
H 0.402152 -0.681153 -1.404139 0.0 0.1 0.1
H 1.938331 -0.157946 0.962900 0.1 -0.1 0.2
H 2.651081 -0.153043 -1.010990 -0.1 0.1 0.1
H 1.566380 -1.766474 0.243685 -0.1 0.1 0.0
```
Forces are in eV/Å.

Kohn-Sham gap	9.58	eV
E_HOMO	-8.7812	eV



[7]
The following is a quantum chemistry calculation of an isolated molecule of C4H9NO at a distorted geometry, from the OMol25 dataset.

The geometry in XYZ format:
```
15
Properties=species:S:1:pos:R:3:forces:R:3
C 1.101432 -1.683189 -0.390246 0.1 0.4 -0.2
C -0.205677 -0.885313 -0.660022 -0.1 0.2 -0.1
N -0.902879 -0.676016 0.535806 0.2 -0.1 1.0
C -0.924230 0.549518 -0.128797 0.5 -0.1 -0.3
C 0.083917 1.635363 0.118579 0.3 -0.3 -0.2
O -0.240591 2.596776 1.103938 -0.2 -0.1 0.2
H 1.933487 -1.102857 0.019258 -0.1 0.1 -0.1
H 0.859041 -2.433014 0.387209 -0.1 0.4 -0.3
H 1.471100 -2.246992 -1.257696 -0.2 0.4 0.0
H -0.637156 -1.080429 -1.643031 -0.6 -0.5 0.5
H -1.636521 -1.206643 0.961839 -0.6 0.1 -0.3
H -1.930499 0.954691 -0.400159 0.8 -0.6 -0.7
H 0.183302 2.204947 -0.814268 0.0 -0.1 0.2
H 1.040999 1.136267 0.310336 0.1 0.2 0.2
H -0.425275 2.119153 1.919312 0.0 0.1 0.1
```
Forces are in eV/Å.

Kohn-Sham gap	10.15	eV
E_HOMO	-9.0704	eV
SMILES	C[C@H]1N[C@H]1CO



[8]
The following is a quantum chemistry calculation of an isolated molecule of C4H9NO, from the OMol25 dataset.

The geometry in XYZ format:
```
15
Properties=species:S:1:pos:R:3:forces:R:3
C -1.264904 -0.605626 0.414106 -0.1 -0.1 0.1
N -0.170536 0.266478 0.054910 0.0 0.0 0.1
C -0.602554 1.473557 -0.607165 0.0 0.1 -0.1
C 1.022068 -0.398556 -0.437523 0.1 0.1 0.0
C 1.758067 -0.861581 0.813738 0.2 0.2 0.1
O 2.531622 -0.159626 1.415030 -0.2 -0.4 -0.3
H -1.876384 -0.924046 -0.452020 0.1 0.0 0.1
H -1.922232 -0.084904 1.120682 0.0 -0.1 -0.1
H -0.891163 -1.504164 0.916118 -0.1 0.1 -0.1
H -1.222602 2.047845 0.091450 0.0 0.0 -0.2
H 0.260067 2.091771 -0.871027 -0.1 -0.1 0.0
H -1.202272 1.295516 -1.519399 0.1 0.0 0.1
H 1.663835 0.321975 -0.953286 -0.1 -0.1 0.1
H 0.824060 -1.241694 -1.124962 -0.1 0.1 0.1
H 1.487131 -1.868913 1.200171 0.1 0.1 0.0
```
Forces are in eV/Å.

Kohn-Sham gap	9.55	eV
E_HOMO	-8.5238	eV
SMILES	CN(C)CC=O